# 1
The following is a quantum chemistry calculation of the molecule C7H10, from the OMol25 dataset.

Output
- gap between HOMO and LUMO (eV) = 10.53
- electronic energy (hartree) = -272.6296
- E_HOMO (hartree) = -0.3431

Atoms and positions in Å:
C 1.60 0.82 0.60
C 0.58 -0.94 -0.84
C -1.98 -0.35 -0.11
C -1.37 0.95 -0.59
C 0.44 0.02 1.11
C -0.50 -0.15 -0.07
C 1.55 -0.65 0.31
H -2.55 -0.35 0.81
H -1.49 1.82 0.05
H 2.32 -1.32 0.67
H 0.20 -0.08 2.17
H 0.32 -2.00 -0.90
H 1.42 1.54 -0.20
H -2.36 -1.03 -0.87
H -1.37 1.17 -1.65
H 2.35 1.14 1.33
H 0.86 -0.57 -1.83

Partial charges, Löwdin, in e: number 1, C, carries -0.0829; number 2, C, carries -0.0739; number 3, C, carries -0.0784; number 4, C, carries -0.0914; number 5, C, carries -0.1631; number 6, C, carries -0.4131; number 7, C, carries -0.2089; number 8, H, carries 0.1005; number 9, H, carries 0.1057; number 10, H, carries 0.1280; number 11, H, carries 0.1360; number 12, H, carries 0.1140; number 13, H, carries 0.1107; number 14, H, carries 0.1017; number 15, H, carries 0.1011; number 16, H, carries 0.1023; number 17, H, carries 0.1115

# 2
The following is a quantum chemistry calculation of the molecule C7H10, from the OMol25 dataset.

Output
- gap between HOMO and LUMO (eV) = 5.01
- electronic energy (hartree) = -272.4366
- E_HOMO (hartree) = -0.2425

Atoms and positions in Å:
C -0.35 0.24 0.42
C -0.83 1.47 0.97
C 1.18 0.07 -0.14
C 0.01 -1.04 -1.98
C 1.14 -1.83 -2.25
C -1.12 1.35 2.42
C 0.07 0.00 -1.06
H 1.79 0.94 -0.03
H -1.93 0.56 2.59
H -0.79 -0.72 0.80
H -1.45 2.22 3.01
H 2.11 -1.39 -2.49
H -0.67 -1.24 -2.82
H 1.66 -0.90 0.06
H -0.29 0.92 3.02
H -1.48 2.03 0.33
H 0.96 -2.71 -2.86

Partial charges, Löwdin, in e: number 1, C, carries -0.2212; number 2, C, carries -0.0942; number 3, C, carries -0.0557; number 4, C, carries -0.1759; number 5, C, carries 0.0160; number 6, C, carries -0.1302; number 7, C, carries -0.2093; number 8, H, carries 0.0956; number 9, H, carries 0.1032; number 10, H, carries 0.1349; number 11, H, carries 0.0661; number 12, H, carries 0.0642; number 13, H, carries 0.0999; number 14, H, carries 0.0946; number 15, H, carries 0.0778; number 16, H, carries 0.0960; number 17, H, carries 0.0382

# 3
The following is a quantum chemistry calculation of the molecule C7H10, from the OMol25 dataset.

Output
- gap between HOMO and LUMO (eV) = 10.46
- electronic energy (hartree) = -272.6301
- E_HOMO (hartree) = -0.3421

Atoms and positions in Å:
C -1.02 2.46 0.22
C -1.13 -0.89 -0.99
C -1.53 -1.12 0.44
C 2.05 0.38 -0.14
C -0.44 -0.13 0.13
C -0.76 1.28 0.21
C 0.99 -0.52 0.50
H -2.49 -0.74 0.78
H -1.25 3.50 0.20
H 1.92 0.43 -1.23
H -0.56 -1.65 -1.50
H -1.81 -0.31 -1.62
H 1.97 1.40 0.25
H -1.23 -2.06 0.90
H 3.05 0.01 0.07
H 1.15 -1.56 0.20
H 1.10 -0.49 1.59

Partial charges, Löwdin, in e: number 1, C, carries 0.1282; number 2, C, carries -0.0816; number 3, C, carries -0.0849; number 4, C, carries -0.1022; number 5, C, carries -0.4675; number 6, C, carries -0.0922; number 7, C, carries -0.2036; number 8, H, carries 0.1078; number 9, H, carries 0.0253; number 10, H, carries 0.0807; number 11, H, carries 0.1056; number 12, H, carries 0.1073; number 13, H, carries 0.0688; number 14, H, carries 0.1063; number 15, H, carries 0.0706; number 16, H, carries 0.1136; number 17, H, carries 0.1179

gap between HOMO and LUMO of number 1 (C7H10)?
10.53 eV